Entry 1:
A gas-phase ion, C7H15N2S (charge +1) in a non-equilibrium geometry. Source: the OMol25 dataset; level of theory: ωB97M-V with the def2-TZVPD basis set.

- total charge = +1
- SMILES string = [NH3+]CC1(N2CCCS2)CC1
- relative energy (zero: lowest compared OMol25 entry of this formula, charge and spin) (eV) = 3.720
- lowest unoccupied orbital energy (eV) = -3.2055
- frontier orbital gap (eV) = 9.0

Last column: natural (NBO) charge in e.
Element x y z (Å)
S (1.4668, -0.8005, 1.3286)  0.359
N (-0.7601, -2.1439, 0.0073)  -0.734
N (0.3998, 0.5878, 1.0371)  -0.539
C (2.6615, -0.3465, -0.0670)  -0.537
C (-2.0873, 1.3173, 0.3588)  -0.368
C (-0.9732, 0.2757, 0.4133)  0.059
C (-2.1629, 0.1565, 1.3394)  -0.455
C (-0.9432, -0.7983, -0.6825)  -0.254
C (1.1970, 1.6377, 0.3638)  -0.217
C (2.0987, 0.9109, -0.7202)  -0.421
H (2.7477, 1.6949, -1.0900)  0.255
H (2.8471, -1.1979, -0.7034)  0.234
H (-1.6008, -2.2239, 0.7422)  0.451
H (-2.0159, 2.2175, 0.7896)  0.241
H (-2.6721, 1.1427, -0.5682)  0.227
H (1.7192, 2.0805, 1.1854)  0.215
H (-2.0728, 0.5966, 2.3486)  0.258
H (0.5990, 2.3529, -0.0025)  0.212
H (3.7074, -0.1014, 0.4016)  0.250
H (-0.8499, -2.9520, -0.6273)  0.435
H (-2.8845, -0.7032, 1.4225)  0.218
H (0.1698, -2.1495, 0.4316)  0.434
H (-1.8316, -1.0002, -1.4247)  0.251
H (1.2901, 0.6293, -1.5973)  0.183
H (-0.0442, -0.6965, -1.4275)  0.244

Entry 2:
6 unconnected molecules or ions with the total composition C30H34N6O10 in a non-equilibrium geometry. Source: the OMol25 dataset; level of theory: ωB97M-V with the def2-TZVPD basis set.

- SMILES string = O=[N+]([O-])c1ccccc1.O=[N+]([O-])c1ccccc1.O=[N+]([O-])c1ccccc1.O=[N+]([O-])c1ccccc1.CN(C)C=O.CN(C)C=O
- relative energy (zero: lowest compared OMol25 entry of this formula, charge and spin) (eV) = 8.209
- lowest unoccupied orbital energy (eV) = -1.6056
- frontier orbital gap (eV) = 7.2

Last column: Mulliken charge in e.
Element x y z (Å)
O (-1.6936, 1.3240, 4.5098)  -0.547
O (3.9764, -0.5100, -3.6051)  -0.567
O (2.5744, -0.6410, 0.1639)  -0.736
O (-3.0686, -0.1490, 3.6059)  -0.570
O (4.5994, 4.6410, 2.2859)  -0.555
O (-0.3516, -2.7930, 2.0139)  -0.564
O (4.6194, -2.4710, -2.9311)  -0.567
O (3.7984, 5.8020, 3.9599)  -0.556
O (0.1684, 3.3570, -4.7751)  -0.627
O (0.5564, -2.2410, 4.0089)  -0.549
N (-0.3926, -2.6140, 3.1839)  1.044
N (-2.2606, 0.7840, 3.4899)  1.017
N (0.0924, 1.5270, -6.1001)  0.184
N (0.7224, -0.0290, -0.7381)  0.777
N (3.8854, 4.7600, 3.3609)  0.860
N (3.7934, -1.7260, -3.4541)  1.030
C (-2.2786, 3.2270, -0.1781)  -0.268
C (0.8164, 2.6260, -5.6221)  0.099
C (1.2154, -1.3330, -4.0431)  -0.514
C (1.2884, 1.2320, -1.2601)  -0.511
C (-1.5456, -3.2120, 4.0158)  0.324
C (-2.9876, -3.4570, 6.1429)  -0.831
C (1.9394, 1.2010, 2.9369)  -0.996
C (1.7664, 2.1560, 5.3488)  -0.502
C (0.7404, -4.5020, -3.6711)  -0.721
C (-1.8636, -2.6950, 5.3969)  -0.335
C (-3.1166, 2.0950, -0.0931)  -0.383
C (2.1574, -3.7860, -3.5001)  -0.578
C (-3.6746, -4.4570, 5.5779)  -0.289
C (2.5954, 2.6240, 2.5359)  -0.109
C (1.4284, 1.1980, 4.4389)  0.123
C (-1.2996, 3.7550, 0.9779)  -0.448
C (-2.1606, 1.6160, 2.3609)  0.308
C (-2.2886, -4.4650, 3.3409)  -0.735
C (-0.3216, -3.3770, -4.0171)  -0.234
C (3.1254, 3.6290, 3.6239)  -0.031
C (-1.4786, 2.9670, 2.3019)  -0.897
C (-0.2356, -2.0270, -4.0311)  -0.416
C (2.4934, 3.3510, 5.0419)  -0.616
C (1.3844, -1.0170, -0.1861)  0.164
C (-0.7356, -0.3140, -1.1221)  -0.466
C (-3.1286, 1.2280, 1.2139)  -0.281
C (0.6504, 0.8220, -7.2111)  -1.507
C (-1.2326, 1.2760, -5.7071)  -0.707
C (-3.4966, -5.0430, 4.2018)  -0.521
C (2.4294, -2.2940, -3.6331)  -0.079
H (0.6354, 0.0410, -6.7941)  0.688
H (2.8434, 4.0020, 5.6898)  0.576
H (0.5794, -5.4770, -3.4651)  0.548
H (0.7574, -1.9600, -0.1661)  0.241
H (-0.9646, 3.2810, 3.0289)  0.756
H (-2.0316, -4.8350, 2.4929)  0.679
H (2.2964, 1.7230, -0.9331)  0.180
H (-3.5806, 1.7650, -1.0871)  0.322
H (-1.7096, 0.4380, -6.2431)  0.331
H (-4.1196, -5.8700, 3.9458)  0.404
H (1.8154, 3.0180, -6.1301)  0.246
H (-0.1696, 0.5260, -7.7501)  0.614
H (-1.1646, 1.1400, -4.5961)  -0.055
H (-4.4566, -4.8510, 6.1699)  0.352
H (-1.1216, 0.3110, -1.9131)  -0.152
H (-1.4886, 0.1060, -0.4911)  -0.102
H (1.4534, 1.0690, -2.3381)  -0.018
H (-1.2256, -1.9150, 5.6549)  0.461
H (1.6614, 1.0530, -7.7441)  0.297
H (0.7344, 0.3770, 4.7179)  0.267
H (2.6814, -4.5610, -2.9921)  0.371
H (1.5154, 2.1840, 6.4709)  0.239
H (0.5814, 2.0790, -1.1021)  0.237
H (-3.1876, -3.1070, 7.0059)  0.560
H (-0.9346, -1.3290, -1.5091)  0.504
H (-1.8166, 2.1010, -5.8191)  0.470
H (2.7944, 2.8000, 1.4159)  0.332
H (-2.0636, 3.8360, -1.2231)  0.209
H (-1.0506, -1.3130, -4.3351)  0.232
H (-1.3526, -3.7020, -4.3031)  0.286
H (1.8724, 0.4470, 2.3839)  0.928
H (1.3004, -0.3550, -4.2491)  1.119
H (-3.5526, 0.1780, 1.1429)  0.410
H (-0.7346, 4.7580, 0.9069)  0.353

Entry 3:
A molecular structure, C18H18N5ORhS in a non-equilibrium geometry. Source: the OMol25 dataset; level of theory: ωB97M-V with the def2-TZVPD basis set.

- total charge = +2
- lowest unoccupied orbital energy (spin up / spin down) (eV) = -8.6721 / -8.3569
- frontier orbital gap (spin up / spin down) (eV) = 6.5 / 6.9

Last column: natural (NBO) charge in e.
Element x y z (Å)
Rh (-1.1965, 0.1293, -0.5965)  1.042
S (-0.3457, -0.3490, -2.7658)  0.013
O (0.3217, 1.6172, 2.9860)  -0.542
N (1.1489, -1.0857, -0.7900)  -0.503
N (-2.3118, 2.0844, -0.8138)  -0.432
N (-0.3017, 1.4490, 0.7947)  -0.487
N (2.1070, -1.4196, -2.9058)  -0.498
N (-1.2843, -1.0348, 1.2450)  -0.467
C (3.3340, -1.9941, -1.0032)  -0.300
C (-2.3325, 4.3681, -0.1824)  -0.217
C (-0.5078, -1.0213, 3.4932)  -0.190
C (2.2446, -1.5785, -0.2170)  0.369
C (-1.7416, -2.8885, 2.6510)  -0.216
C (-3.4501, 2.2419, -1.4844)  0.057
C (4.3332, -2.3223, -3.3000)  -0.680
C (-3.5196, 4.5447, -0.8762)  -0.099
C (-0.6371, -0.4293, 2.2432)  0.116
C (2.2906, -1.6822, 1.2577)  -0.669
C (-1.7428, 3.1101, -0.1772)  0.225
C (-0.4301, 2.8456, 0.5381)  -0.287
C (3.2562, -1.9139, -2.3794)  0.353
C (1.0813, -1.0011, -2.1179)  0.288
C (-4.0809, 3.4724, -1.5526)  -0.226
C (-1.8233, -2.2341, 1.4280)  0.051
C (-0.1362, 0.9903, 2.0554)  0.603
C (-1.0591, -2.2779, 3.6945)  -0.113
H (-1.8770, 5.1898, 0.3449)  0.253
H (-2.2198, -3.8482, 2.7738)  0.260
H (0.3894, 3.1759, -0.1212)  0.231
H (1.4037, -2.1909, 1.6283)  0.250
H (5.1457, -2.7928, -2.7543)  0.267
H (2.0107, -1.3596, -3.9177)  0.456
H (-2.3372, -2.6923, 0.5901)  0.229
H (3.9618, -3.0099, -4.0606)  0.265
H (-0.9557, -2.7666, 4.6527)  0.256
H (4.2225, -2.3820, -0.5318)  0.264
H (4.7327, -1.4528, -3.8254)  0.272
H (2.3046, -0.6869, 1.7019)  0.268
H (-0.3599, 3.4303, 1.4663)  0.274
H (3.1778, -2.2182, 1.5776)  0.253
H (-4.9883, 3.5744, -2.1225)  0.258
H (-3.9978, 5.5124, -0.8950)  0.253
H (-3.8556, 1.3725, -1.9910)  0.226
H (0.0261, -0.4757, 4.2592)  0.276

Please write out number 3 again, unchanged.
A molecular structure, C18H18N5ORhS in a non-equilibrium geometry. Source: the OMol25 dataset; level of theory: ωB97M-V with the def2-TZVPD basis set.

- total charge = +2
- lowest unoccupied orbital energy (spin up / spin down) (eV) = -8.6721 / -8.3569
- frontier orbital gap (spin up / spin down) (eV) = 6.5 / 6.9

Last column: natural (NBO) charge in e.
Element x y z (Å)
Rh (-1.1965, 0.1293, -0.5965)  1.042
S (-0.3457, -0.3490, -2.7658)  0.013
O (0.3217, 1.6172, 2.9860)  -0.542
N (1.1489, -1.0857, -0.7900)  -0.503
N (-2.3118, 2.0844, -0.8138)  -0.432
N (-0.3017, 1.4490, 0.7947)  -0.487
N (2.1070, -1.4196, -2.9058)  -0.498
N (-1.2843, -1.0348, 1.2450)  -0.467
C (3.3340, -1.9941, -1.0032)  -0.300
C (-2.3325, 4.3681, -0.1824)  -0.217
C (-0.5078, -1.0213, 3.4932)  -0.190
C (2.2446, -1.5785, -0.2170)  0.369
C (-1.7416, -2.8885, 2.6510)  -0.216
C (-3.4501, 2.2419, -1.4844)  0.057
C (4.3332, -2.3223, -3.3000)  -0.680
C (-3.5196, 4.5447, -0.8762)  -0.099
C (-0.6371, -0.4293, 2.2432)  0.116
C (2.2906, -1.6822, 1.2577)  -0.669
C (-1.7428, 3.1101, -0.1772)  0.225
C (-0.4301, 2.8456, 0.5381)  -0.287
C (3.2562, -1.9139, -2.3794)  0.353
C (1.0813, -1.0011, -2.1179)  0.288
C (-4.0809, 3.4724, -1.5526)  -0.226
C (-1.8233, -2.2341, 1.4280)  0.051
C (-0.1362, 0.9903, 2.0554)  0.603
C (-1.0591, -2.2779, 3.6945)  -0.113
H (-1.8770, 5.1898, 0.3449)  0.253
H (-2.2198, -3.8482, 2.7738)  0.260
H (0.3894, 3.1759, -0.1212)  0.231
H (1.4037, -2.1909, 1.6283)  0.250
H (5.1457, -2.7928, -2.7543)  0.267
H (2.0107, -1.3596, -3.9177)  0.456
H (-2.3372, -2.6923, 0.5901)  0.229
H (3.9618, -3.0099, -4.0606)  0.265
H (-0.9557, -2.7666, 4.6527)  0.256
H (4.2225, -2.3820, -0.5318)  0.264
H (4.7327, -1.4528, -3.8254)  0.272
H (2.3046, -0.6869, 1.7019)  0.268
H (-0.3599, 3.4303, 1.4663)  0.274
H (3.1778, -2.2182, 1.5776)  0.253
H (-4.9883, 3.5744, -2.1225)  0.258
H (-3.9978, 5.5124, -0.8950)  0.253
H (-3.8556, 1.3725, -1.9910)  0.226
H (0.0261, -0.4757, 4.2592)  0.276